{
  "formula": "C28H38N6O8S2",
  "method": "ωB97M-V with the def2-TZVPD basis set",
  "elements": ["S", "S", "O", "O", "O", "O", "O", "O", "O", "O", "N", "N", "N", "N", "N", "N", "C", "C", "C", "C", "C", "C", "C", "C", "C", "C", "C", "C", "C", "C", "C", "C", "C", "C", "C", "C", "C", "C", "C", "C", "C", "C", "C", "C", "H", "H", "H", "H", "H", "H", "H", "H", "H", "H", "H", "H", "H", "H", "H", "H", "H", "H", "H", "H", "H", "H", "H", "H", "H", "H", "H", "H", "H", "H", "H", "H", "H", "H", "H", "H", "H", "H"],
  "coordinates": [[0.02, 0.39, 1.60], [9.82, 2.69, 1.43], [-0.04, -0.97, 2.07], [0.60, 1.39, 2.80], [-1.56, 1.00, 1.75], [8.63, 1.68, 0.92], [11.01, 1.90, 1.74], [8.92, 3.14, 2.71], [0.58, 0.75, 0.33], [9.83, 3.76, 0.45], [-2.23, 3.16, -5.81], [6.30, -6.37, 2.60], [1.03, 7.10, 0.15], [-10.41, -0.56, -0.24], [-1.26, -2.86, -7.35], [-3.12, -7.38, 6.20], [-3.34, 5.01, -6.58], [-8.22, -0.11, -0.04], [1.03, 7.93, 2.19], [7.03, -5.27, 0.75], [0.51, -2.21, -6.24], [-0.62, -1.98, -8.16], [-3.92, 4.63, -5.42], [0.46, -1.57, -7.44], [-9.97, -1.05, 0.96], [-2.96, -8.59, 5.50], [-2.72, -8.22, 4.15], [5.85, -4.75, 1.16], [-2.71, -6.29, 5.41], [1.89, 7.61, 1.11], [-8.61, -0.74, 1.19], [-0.28, 7.81, 1.84], [7.58, 3.26, 2.34], [-2.53, -6.88, 4.15], [-0.48, 1.65, 3.65], [7.33, -6.30, 1.72], [-1.77, 1.82, 2.86], [-3.23, 3.54, -4.99], [-2.19, 4.16, -6.74], [-9.31, -0.17, -0.89], [-0.66, -2.98, -6.10], [7.38, 1.96, 1.48], [5.39, -5.38, 2.27], [-0.31, 7.26, 0.55], [5.33, -3.96, 0.63], [-8.04, -0.82, 2.11], [-1.93, 2.81, 2.44], [8.22, -6.91, 1.82], [1.11, -0.82, -7.89], [-2.31, -6.37, 3.22], [-2.58, -8.89, 3.31], [-1.07, 8.16, 2.49], [1.28, -2.06, -5.49], [-1.10, -3.62, -5.35], [-3.14, -9.55, 5.96], [6.19, -6.96, 3.41], [-0.91, -1.84, -9.19], [-1.68, 2.32, -5.73], [-3.46, 2.89, -4.15], [7.66, 4.21, 1.82], [-2.68, -5.27, 5.75], [-11.33, -0.72, -0.63], [1.33, 6.83, -0.78], [2.95, 7.49, 0.99], [7.10, 1.07, 2.05], [-0.23, 2.48, 4.30], [-3.25, -7.32, 7.20], [1.50, 8.24, 3.11], [6.68, 2.21, 0.68], [4.55, -5.17, 2.90], [-2.12, -3.32, -7.61], [-2.66, 1.49, 3.39], [-1.44, 4.18, -7.51], [-10.72, -1.48, 1.61], [7.67, -4.94, -0.05], [-7.29, 0.38, -0.27], [-0.58, 0.81, 4.35], [6.96, 3.43, 3.22], [-4.77, 5.12, -4.96], [-3.59, 5.89, -7.17], [-9.33, 0.10, -1.93], [-1.11, 6.96, -0.10]],
  "multiplicity": 1,
  "de_lowest_kj_mol": 76.88,
  "smiles": "O=S1(=O)OCCO1.O=S1(=O)OCCO1.c1cc[nH]c1.c1cc[nH]c1.c1cc[nH]c1.c1cc[nH]c1.c1cc[nH]c1.c1cc[nH]c1",
  "homo_lumo_gap_ev": 8.0,
  "total_energy_ev": -76636.0721,
  "e_homo_ev": -7.868
}

---

{
  "formula": "C28H38N8O5PdS2",
  "method": "ωB97M-V with the def2-TZVPD basis set",
  "elements": ["Pd", "S", "S", "O", "O", "O", "O", "O", "N", "N", "N", "N", "N", "N", "N", "N", "C", "C", "C", "C", "C", "C", "C", "C", "C", "C", "C", "C", "C", "C", "C", "C", "C", "C", "C", "C", "C", "C", "C", "C", "C", "C", "C", "C", "H", "H", "H", "H", "H", "H", "H", "H", "H", "H", "H", "H", "H", "H", "H", "H", "H", "H", "H", "H", "H", "H", "H", "H", "H", "H", "H", "H", "H", "H", "H", "H", "H", "H", "H", "H", "H", "H"],
  "coordinates": [[0.50, -0.38, -0.36], [-1.44, -2.41, -2.22], [3.48, 0.14, 0.73], [3.41, -0.65, -0.49], [-6.07, -2.79, -1.12], [-0.52, 0.37, 1.53], [-0.13, 0.39, 3.73], [3.95, -0.54, 1.93], [-0.28, 3.83, -1.08], [-1.76, 2.61, -2.55], [0.56, 2.96, -3.17], [2.10, 0.87, 0.93], [-2.37, -1.70, 0.24], [0.02, 1.42, -1.37], [-3.87, -2.41, -1.41], [1.71, -2.54, 1.39], [1.12, -1.86, 0.67], [-1.38, 1.38, -1.88], [-3.28, -5.87, 1.11], [0.94, 1.73, -2.50], [-3.33, -1.20, 1.26], [-4.64, -4.09, 0.26], [6.57, 3.38, -0.20], [-5.61, -4.36, 1.23], [7.56, 4.48, -0.49], [-1.64, 3.71, -1.59], [0.10, 2.60, -0.42], [5.49, 1.90, 1.38], [-5.40, -5.37, 2.14], [5.80, 2.82, -1.21], [4.72, 1.37, 0.36], [0.62, 4.06, -2.20], [1.63, 1.12, 2.29], [4.88, 1.82, -0.94], [-2.54, -2.86, 3.01], [-3.48, -4.85, 0.20], [-4.23, -6.13, 2.08], [6.41, 2.90, 1.10], [-2.61, -2.10, -0.98], [-4.96, -3.04, -0.75], [-0.82, 2.85, -3.65], [0.22, 0.57, 2.56], [0.13, -1.49, -2.02], [-2.78, -1.40, 2.66], [7.02, 3.31, 1.90], [-1.46, 0.55, -2.59], [0.88, -2.27, -2.09], [1.58, 2.20, 2.49], [1.13, 2.65, -0.07], [0.35, 4.99, -2.71], [-3.50, -0.15, 1.05], [1.64, 4.15, -1.83], [0.15, -0.92, -2.95], [-2.38, -6.47, 1.05], [-1.10, 3.77, -4.16], [-0.89, 2.02, -4.36], [-0.55, 2.37, 0.42], [-4.07, -6.93, 2.79], [-6.14, -5.58, 2.90], [-3.52, -0.97, 3.34], [-1.80, -3.32, 2.35], [-4.27, -1.75, 1.15], [4.31, 1.37, -1.74], [8.49, 4.32, 0.06], [-3.45, -3.45, 2.95], [2.31, 0.71, 3.05], [7.80, 4.52, -1.55], [-2.15, -2.94, 4.03], [2.45, -2.80, 2.01], [-4.08, -2.14, -2.36], [-2.03, 1.19, -1.02], [0.92, 0.91, -3.22], [-1.40, -1.47, 0.45], [-1.89, -0.79, 2.78], [-6.52, -3.77, 1.24], [5.37, 1.52, 2.39], [-1.93, 4.64, -2.08], [1.94, 1.82, -2.09], [-2.32, 3.53, -0.75], [7.16, 5.45, -0.19], [5.93, 3.17, -2.23], [-2.74, -4.66, -0.57]],
  "multiplicity": 1,
  "de_lowest_kj_mol": 0.00,
  "homo_lumo_gap_ev": 6.8,
  "total_energy_ev": -76959.7679,
  "e_homo_ev": -7.554
}

---

{
  "formula": "C28H39AsN6O3S2V",
  "method": "ωB97M-V with the def2-TZVPD basis set",
  "elements": ["As", "V", "S", "S", "O", "O", "O", "N", "N", "N", "N", "N", "N", "C", "C", "C", "C", "C", "C", "C", "C", "C", "C", "C", "C", "C", "C", "C", "C", "C", "C", "C", "C", "C", "C", "C", "C", "C", "C", "C", "C", "H", "H", "H", "H", "H", "H", "H", "H", "H", "H", "H", "H", "H", "H", "H", "H", "H", "H", "H", "H", "H", "H", "H", "H", "H", "H", "H", "H", "H", "H", "H", "H", "H", "H", "H", "H", "H", "H", "H"],
  "coordinates": [[0.94, -0.49, 1.59], [-0.87, 0.04, -0.30], [-5.12, -2.10, -1.72], [0.93, -4.01, -1.91], [-2.17, 1.58, -1.92], [-1.67, 1.92, 0.61], [-1.94, -0.50, 1.61], [2.07, -1.68, -1.22], [-2.88, -1.08, -0.97], [-4.77, 0.26, -0.53], [-0.28, -1.85, -1.23], [0.57, 1.25, -1.33], [2.12, 2.79, -1.71], [3.85, 0.68, 3.68], [-2.66, 2.80, -1.40], [4.30, -1.48, 2.75], [0.55, 0.22, 3.36], [-1.24, -2.80, -1.55], [-3.70, -3.03, -1.97], [-2.77, 1.24, -3.17], [-2.15, 1.85, 1.96], [5.06, -1.80, 3.86], [1.29, 2.22, -0.82], [1.09, 0.53, -4.95], [-2.80, 0.50, 2.16], [-2.46, -1.81, 1.85], [2.08, 1.51, -5.18], [1.93, 2.15, -2.92], [4.60, 0.36, 4.80], [-1.86, 3.11, -0.16], [-4.18, -0.86, -1.03], [0.92, -2.37, -1.42], [0.96, 1.19, -2.68], [-0.79, -4.02, -1.88], [1.10, -2.36, 2.07], [2.82, 0.10, 1.46], [0.51, 0.36, -3.71], [2.52, 2.34, -4.17], [-2.63, -2.34, -1.52], [5.20, -0.88, 4.89], [3.67, -0.24, 2.65], [-1.29, 1.98, 2.63], [1.31, -0.13, 4.06], [1.44, -2.94, 1.21], [3.39, 1.66, 3.60], [4.72, 1.09, 5.59], [-3.86, 1.19, -3.07], [0.77, -0.09, -5.78], [2.93, -2.10, -1.52], [2.76, 3.55, -1.51], [-0.24, -0.40, -3.55], [-2.39, 0.27, -3.47], [4.20, -2.20, 1.94], [2.01, -0.69, -1.42], [-0.87, 3.47, -0.45], [-2.94, 0.33, 3.23], [5.54, -2.76, 3.93], [-3.74, 2.73, -1.19], [-2.41, -2.03, 2.92], [-3.74, -4.00, -2.43], [-1.35, -4.90, -2.11], [-1.85, -2.52, 1.29], [-2.86, 2.65, 2.15], [3.21, -0.33, 0.54], [5.79, -1.13, 5.76], [0.57, 1.31, 3.36], [-2.33, 3.89, 0.45], [-2.56, 3.62, -2.12], [-0.42, -0.13, 3.69], [1.25, 2.54, 0.21], [-3.77, 0.43, 1.68], [-4.15, 1.05, -0.42], [-2.50, 1.99, -3.93], [2.50, 1.61, -6.17], [-3.49, -1.88, 1.50], [-5.72, 0.48, -0.77], [2.78, 1.18, 1.32], [1.80, -2.47, 2.89], [3.28, 3.09, -4.35], [0.12, -2.72, 2.39]],
  "multiplicity": 2,
  "total_charge": 2,
  "homo_lumo_gap_ev": [8.0, 7.5],
  "total_energy_ev": -152937.2559,
  "e_homo_ev": [-12.478, -11.966]
}

---

{
  "formula": "C28H39AuBrN2OSSb2",
  "method": "ωB97M-V with the def2-TZVPD basis set",
  "elements": ["Au", "Sb", "Sb", "Br", "S", "O", "N", "N", "C", "C", "C", "C", "C", "C", "C", "C", "C", "C", "C", "C", "C", "C", "C", "C", "C", "C", "C", "C", "C", "C", "C", "C", "C", "C", "C", "C", "H", "H", "H", "H", "H", "H", "H", "H", "H", "H", "H", "H", "H", "H", "H", "H", "H", "H", "H", "H", "H", "H", "H", "H", "H", "H", "H", "H", "H", "H", "H", "H", "H", "H", "H", "H", "H", "H", "H"],
  "coordinates": [[-0.05, -1.16, -0.32], [-1.84, 0.75, 0.64], [2.03, 0.41, 1.46], [-3.07, -0.15, -7.13], [2.21, 0.60, -2.32], [1.45, 0.50, -0.96], [-1.50, -2.39, -1.72], [-0.48, -3.15, 0.74], [3.76, 1.52, 2.13], [-1.87, -1.93, -2.99], [-1.07, 1.60, 3.54], [-1.40, -3.91, 0.12], [-2.81, -2.22, -5.19], [-2.45, -2.75, -3.97], [0.28, 1.28, 3.85], [-3.73, -0.09, 0.12], [1.07, 2.22, 4.53], [-1.85, -5.10, 0.66], [0.55, 3.45, 4.90], [-1.98, -0.06, -4.52], [1.74, 1.85, -4.70], [-1.63, -0.59, -3.30], [-1.96, 0.65, 2.85], [-2.58, -0.88, -5.47], [-0.34, -4.78, 2.49], [3.06, -1.46, 1.21], [-1.91, -3.46, -1.18], [0.89, 0.04, 3.41], [3.83, 1.29, -1.86], [3.79, 2.60, -1.10], [0.03, -3.58, 1.89], [-1.31, -5.55, 1.86], [-0.77, 3.77, 4.59], [-1.56, 2.85, 3.92], [-2.25, 2.82, 0.25], [1.45, 2.00, -3.21], [4.12, 1.03, 3.03], [-2.61, -5.67, 0.15], [1.29, 2.69, -5.24], [-3.01, 0.89, 3.01], [0.12, -5.09, 3.41], [2.08, 1.96, 4.79], [-2.37, 2.97, -0.82], [3.05, 2.59, -0.30], [1.83, 2.94, -2.82], [3.59, 3.45, -1.75], [3.98, -1.27, 0.65], [-2.60, 3.09, 3.72], [1.32, 0.93, -5.10], [1.72, -0.29, 4.03], [0.39, 1.93, -2.99], [1.17, 4.16, 5.43], [-1.79, 0.98, -4.76], [-1.18, 4.73, 4.87], [4.28, 0.48, -1.27], [-1.62, -6.49, 2.29], [-1.78, -0.39, 3.09], [-1.44, 3.45, 0.63], [-2.67, -4.10, -1.64], [0.78, -2.96, 2.36], [-2.62, -3.80, -3.78], [-3.82, -1.10, 0.52], [-1.15, 0.03, -2.54], [2.45, -2.18, 0.67], [4.52, 1.47, 1.36], [0.22, -0.77, 3.16], [-3.18, 3.05, 0.76], [-3.28, -2.85, -5.94], [2.81, 1.87, -4.91], [-3.85, -0.11, -0.96], [3.32, -1.85, 2.20], [4.77, 2.79, -0.66], [3.51, 2.56, 2.34], [-4.51, 0.54, 0.56], [4.38, 1.37, -2.79]],
  "multiplicity": 3,
  "de_lowest_kj_mol": 47.48,
  "total_charge": 3,
  "homo_lumo_gap_ev": [7.0, 3.7],
  "total_energy_ev": -132313.0806,
  "e_homo_ev": [-15.434, -15.426]
}

---

{
  "formula": "C28H39BFeN12O",
  "method": "ωB97M-V with the def2-TZVPD basis set",
  "elements": ["Fe", "O", "N", "N", "N", "N", "N", "N", "N", "N", "N", "N", "N", "N", "C", "C", "C", "C", "C", "C", "C", "C", "C", "C", "C", "C", "C", "C", "C", "C", "C", "C", "C", "C", "C", "C", "C", "C", "C", "C", "C", "C", "B", "H", "H", "H", "H", "H", "H", "H", "H", "H", "H", "H", "H", "H", "H", "H", "H", "H", "H", "H", "H", "H", "H", "H", "H", "H", "H", "H", "H", "H", "H", "H", "H", "H", "H", "H", "H", "H", "H", "H"],
  "coordinates": [[0.20, 0.41, 0.52], [0.28, 2.02, 2.22], [-1.02, 1.87, -0.52], [0.00, -2.51, -0.09], [-0.54, 3.13, -0.71], [1.54, -1.93, 1.83], [-0.97, -1.82, 2.14], [-2.52, 3.09, -1.44], [-1.43, 3.85, -1.26], [6.22, 1.01, -4.24], [-0.16, -1.32, -0.72], [2.01, 0.76, -0.93], [-1.21, -0.51, 1.87], [1.71, -0.60, 1.66], [2.70, -0.34, -1.24], [3.51, 1.08, 1.98], [2.65, -2.48, 2.36], [-2.72, -1.26, 3.35], [-2.69, 4.49, -4.20], [-3.74, 3.62, -2.06], [-2.25, 1.87, -0.98], [5.32, 0.96, -3.53], [4.19, 0.89, -2.64], [2.95, -0.30, 2.06], [-0.04, -3.52, -0.99], [3.58, -1.47, 2.52], [-0.22, -2.95, -2.24], [0.71, 1.66, 4.56], [-1.86, -2.29, 3.02], [-3.54, 2.11, -4.08], [-1.87, -3.70, 3.51], [2.40, 1.93, -1.45], [-2.81, 1.23, 2.62], [3.48, 2.04, -2.31], [0.10, -4.95, -0.61], [-3.72, 3.54, -3.59], [3.79, -0.32, -2.09], [-0.44, -0.50, -3.04], [0.19, 2.36, 3.35], [-0.28, -1.58, -2.02], [-2.26, -0.16, 2.61], [2.77, -3.93, 2.68], [0.18, -2.58, 1.45], [-0.73, -5.28, 0.02], [4.32, -1.24, -2.31], [1.02, -5.14, -0.07], [-3.61, 2.08, -5.17], [-2.67, -3.83, 4.24], [0.16, -0.72, -3.93], [1.82, 2.80, -1.17], [-2.03, -4.41, 2.69], [4.57, -1.56, 2.92], [2.77, 1.79, 1.61], [3.86, 1.42, 2.95], [-2.75, 4.44, -5.29], [0.18, -3.72, 1.80], [2.37, -1.26, -0.78], [-2.55, 1.76, 3.54], [-0.12, 0.46, -2.65], [-1.48, -0.42, -3.37], [-4.29, 1.44, -3.67], [-3.82, 4.65, -1.72], [3.77, -4.14, 3.06], [-2.86, 5.52, -3.89], [-0.93, -3.96, 3.99], [0.10, -5.57, -1.51], [-4.57, 3.05, -1.65], [-3.90, 1.21, 2.56], [-2.55, 1.73, -3.82], [4.37, 1.10, 1.30], [1.63, 2.17, 4.85], [-0.29, -3.47, -3.18], [0.01, 1.75, 5.39], [-1.68, 4.21, -3.90], [0.92, 0.61, 4.32], [-3.55, -1.29, 4.04], [2.60, -4.55, 1.79], [3.76, 3.01, -2.71], [-2.43, 1.82, 1.79], [-2.93, 1.04, -0.98], [-4.72, 3.88, -3.88], [2.04, -4.23, 3.43]],
  "multiplicity": 6,
  "total_charge": 1,
  "homo_lumo_gap_ev": [8.1, 8.4],
  "total_energy_ev": -84658.5649,
  "e_homo_ev": [-10.878, -11.275]
}

---

{
  "formula": "C28H39BrN5O6PSSr",
  "method": "ωB97M-V with the def2-TZVPD basis set",
  "elements": ["Sr", "Br", "S", "P", "O", "O", "O", "O", "O", "O", "N", "N", "N", "N", "N", "C", "C", "C", "C", "C", "C", "C", "C", "C", "C", "C", "C", "C", "C", "C", "C", "C", "C", "C", "C", "C", "C", "C", "C", "C", "C", "C", "C", "H", "H", "H", "H", "H", "H", "H", "H", "H", "H", "H", "H", "H", "H", "H", "H", "H", "H", "H", "H", "H", "H", "H", "H", "H", "H", "H", "H", "H", "H", "H", "H", "H", "H", "H", "H", "H", "H", "H"],
  "coordinates": [[0.05, 0.51, 0.04], [3.40, -1.54, 0.72], [-0.97, -2.12, 3.08], [-1.74, 2.84, -2.45], [-0.40, -1.54, -1.15], [-0.27, 1.88, 4.49], [-0.51, 1.47, 2.29], [-0.34, -2.73, -3.05], [3.55, -2.04, -6.17], [4.94, -0.30, -5.75], [1.73, -0.05, -1.94], [-1.32, 2.02, -1.22], [-2.20, -1.15, 0.89], [-2.91, -0.27, 2.78], [1.84, 0.13, 2.25], [-1.75, 1.82, -4.07], [-3.51, 3.55, -2.22], [0.09, -1.87, -2.28], [-4.52, 2.40, -2.39], [-0.59, 4.35, -2.73], [-3.96, 4.70, -3.13], [-3.64, 3.99, -0.76], [1.50, 0.81, 3.35], [-2.53, 2.40, -5.26], [2.03, -1.44, -3.86], [-0.85, 5.37, -1.62], [-0.68, 5.07, -4.08], [1.35, -1.08, -2.70], [3.96, -1.05, -5.53], [-2.31, 0.43, -3.72], [0.85, 3.87, -2.51], [-3.45, 0.60, 1.73], [3.94, -0.40, 3.27], [3.53, 0.37, -3.46], [2.79, 0.66, -2.32], [3.15, -0.71, -4.26], [3.60, 0.37, 4.37], [2.36, 0.97, 4.42], [-0.30, 1.58, -4.51], [-3.26, -0.25, 0.47], [3.01, -0.48, 2.25], [-2.04, -1.17, 2.23], [0.10, 1.46, 3.39], [-2.58, 0.15, 3.63], [-2.38, 1.73, -6.12], [-1.68, 5.42, -4.31], [-0.35, 4.44, -4.91], [3.07, 1.50, -1.69], [-4.17, -0.81, 0.21], [1.51, 4.74, -2.50], [-0.30, 0.80, -5.28], [-3.60, 2.45, -5.08], [-2.94, 0.36, -0.38], [1.70, -2.27, -4.45], [1.21, 3.19, -3.28], [4.89, -0.91, 3.19], [-1.73, -1.78, 0.25], [-5.00, 4.94, -2.92], [-0.03, 6.10, -1.62], [-3.39, 0.43, -3.57], [4.31, 0.47, 5.19], [-4.70, 4.12, -0.51], [-1.84, 0.04, -2.82], [-4.64, 2.08, -3.42], [-0.87, 4.88, -0.64], [-3.20, 3.23, -0.11], [-2.18, 3.39, -5.55], [-3.14, 4.93, -0.55], [0.16, 2.47, -4.95], [-3.38, 5.61, -2.96], [-4.50, 0.83, 1.92], [0.92, 3.36, -1.55], [-3.89, 4.45, -4.19], [-4.23, 1.54, -1.79], [-1.77, 5.93, -1.76], [0.31, 1.24, -3.69], [-0.02, 5.94, -4.06], [2.01, 1.55, 5.27], [-5.50, 2.74, -2.04], [-2.09, -0.25, -4.55], [-2.87, 1.53, 1.67], [4.39, 0.96, -3.75]],
  "multiplicity": 1,
  "de_lowest_kj_mol": 0.00,
  "total_charge": -2,
  "homo_lumo_gap_ev": 6.8,
  "total_energy_ev": -140415.1136,
  "e_homo_ev": -2.826
}